The following is a quantum chemistry calculation of a molecular structure, C30H23Cl3CoN3OPSi in a non-equilibrium geometry, from the OMol25 dataset.

Last column: natural (NBO) charge in e.
Element x y z (Å)
Co  0.00876  0.44023  0.56510  0.55
O  0.54903  -1.61537  1.55656  -0.51
C  -0.49698  -1.34123  1.02089  0.45
C  -1.80965  -1.87425  0.81855  -0.22
C  -2.11710  -3.22551  1.05568  -0.14
C  -3.34249  -3.71926  0.66151  -0.21
C  -4.27859  -2.88956  0.05088  -0.19
C  -3.99486  -1.54440  -0.14926  -0.15
C  -2.76569  -1.03190  0.22698  -0.29
P  -2.18336  0.68616  0.02486  0.91
C  -2.92100  1.57453  1.43385  -0.38
C  -3.67507  0.94750  2.41989  -0.15
C  -4.15324  1.68692  3.49231  -0.22
C  -3.87820  3.04159  3.58801  -0.19
C  -3.11173  3.66698  2.61340  -0.19
C  -2.63330  2.93438  1.54193  -0.20
C  -3.18858  1.23972  -1.39811  -0.37
C  -2.86788  0.68410  -2.63823  -0.20
C  -3.63550  0.97000  -3.75433  -0.21
C  -4.72346  1.82620  -3.64545  -0.20
C  -5.03196  2.39940  -2.42120  -0.22
C  -4.26884  2.10974  -1.29778  -0.14
H  -1.37746  -3.85824  1.52867  0.23
H  -3.57813  -4.76459  0.81816  0.22
H  -5.22560  -3.29972  -0.27414  0.22
H  -4.73129  -0.90061  -0.61422  0.22
H  -3.87176  -0.11536  2.35624  0.21
H  -4.74396  1.20255  4.25965  0.22
H  -4.24957  3.61106  4.43013  0.22
H  -2.86361  4.71644  2.70090  0.22
H  -2.01153  3.41162  0.79309  0.23
H  -2.01468  0.01759  -2.71595  0.22
H  -3.38750  0.52869  -4.71133  0.22
H  -5.32768  2.04742  -4.51572  0.22
H  -5.87570  3.07239  -2.33773  0.22
H  -4.52170  2.55667  -0.34588  0.22
C  2.49981  1.63559  -2.62508  -0.25
C  1.36630  1.34041  -1.89228  0.06
N  1.36563  0.40799  -0.93280  -0.53
C  2.49111  -0.26124  -0.68468  0.08
C  3.68889  -0.02907  -1.36135  -0.10
C  3.67001  0.95136  -2.35516  -0.13
C  4.91789  -0.76283  -1.07876  -0.18
C  5.09268  -1.65599  -0.10004  -0.13
C  6.32342  -2.40036  0.15308  0.18
C  7.49819  -2.27311  -0.59134  -0.29
C  8.56388  -3.07304  -0.22863  0.07
N  8.50947  -3.93123  0.78665  -0.45
C  7.35443  -3.97114  1.44052  0.26
N  6.26878  -3.26150  1.17831  -0.44
H  2.45676  2.39072  -3.39740  0.23
H  0.43092  1.85920  -2.05899  0.21
H  2.43716  -1.00796  0.09651  0.22
H  4.57734  1.17534  -2.90309  0.22
H  5.74416  -0.53263  -1.74397  0.20
H  4.29663  -1.89034  0.59629  0.22
H  7.58065  -1.58305  -1.41820  0.22
H  9.50427  -3.03336  -0.76757  0.20
H  7.29227  -4.65771  2.27802  0.18
Cl  2.84251  1.60229  2.57587  -0.44
Si  0.80704  1.90186  2.16707  0.65
Cl  0.77381  3.94730  1.65075  -0.46
Cl  -0.05415  1.92059  4.07832  -0.44

Values from the calculation:
DFT total energy = -4790.8305 a.u.
spin multiplicity = 2
net charge = 0
molar mass = 665.89 g/mol
⟨S²⟩ = 1.102
energy relative to the best compared isomer or geometry (same formula, charge and spin) = 0.6715 eV
LUMO (spin up / spin down) = -0.60 / -0.63 eV
Kohn-Sham gap (spin up / spin down) = 6.72 / 6.32 eV
HOMO level (spin up / spin down) = -7.3245 / -6.9500 eV